[1]
# C67H79N11O6

14 unconnected molecules or ions with the total composition C67H79N11O6 (ωB97M-V/def2-TZVPD, the OMol25 dataset).

Calculated values
Kohn-Sham gap, eV: 9.206
HOMO energy, Eh: -0.321

Each line ends with the Löwdin charge.
CARTESIAN COORDINATES (ANGSTROEM)
N: -4.615 -2.435 -0.211  0.057
C: -5.488 -3.147 -0.962  -0.146
C: -6.176 -4.265 -0.502  -0.051
C: -6.008 -4.657 0.867  -0.082
C: -5.085 -4.019 1.607  -0.094
C: -4.418 -2.875 1.055  -0.108
H: -5.680 -2.764 -1.953  0.100
H: -6.826 -4.815 -1.166  0.096
H: -6.353 -5.644 1.139  0.105
H: -4.798 -4.406 2.574  0.085
H: -3.668 -2.380 1.655  0.071
N: 4.787 2.093 -2.837  0.069
C: 5.416 1.204 -3.651  -0.146
C: 4.757 0.381 -4.560  -0.072
C: 3.350 0.465 -4.628  -0.077
C: 2.675 1.362 -3.818  -0.068
C: 3.428 2.068 -2.869  -0.141
H: 6.480 1.096 -3.504  0.098
H: 5.314 -0.337 -5.143  0.097
H: 2.889 -0.063 -5.449  0.101
H: 1.613 1.541 -3.895  0.073
H: 2.946 2.793 -2.229  0.083
N: 2.684 4.204 0.263  0.083
C: 1.471 4.317 0.834  -0.171
C: 0.704 5.460 0.841  -0.081
C: 1.330 6.661 0.391  -0.045
C: 2.637 6.601 -0.163  -0.069
C: 3.264 5.361 -0.214  -0.127
H: 1.053 3.416 1.257  0.070
H: -0.242 5.421 1.360  0.077
H: 0.903 7.633 0.591  0.095
H: 3.229 7.462 -0.435  0.096
H: 4.294 5.317 -0.536  0.095
N: -0.215 -6.017 3.442  0.054
C: 0.623 -5.154 2.837  -0.144
C: 0.213 -4.516 1.668  -0.056
C: -1.053 -4.806 1.114  -0.080
C: -1.874 -5.677 1.773  -0.097
C: -1.448 -6.303 2.936  -0.141
H: 1.464 -4.789 3.408  0.086
H: 0.813 -3.722 1.250  0.081
H: -1.462 -4.270 0.271  0.097
H: -2.877 -5.856 1.413  0.091
H: -2.129 -6.848 3.573  0.099
N: 3.868 1.939 5.494  0.077
C: 2.735 1.948 6.282  -0.136
C: 1.470 1.973 5.746  -0.088
C: 1.283 2.033 4.355  -0.063
C: 2.436 2.020 3.581  -0.085
C: 3.624 2.020 4.188  -0.183
H: 2.882 2.078 7.344  0.097
H: 0.539 2.101 6.277  0.095
H: 0.345 2.151 3.832  0.084
H: 2.276 2.097 2.516  0.069
H: 4.484 1.927 3.542  0.096
N: 3.547 -3.383 -1.919  0.060
C: 2.674 -4.403 -1.754  -0.152
C: 1.301 -4.195 -1.571  -0.081
C: 0.870 -2.886 -1.505  -0.109
C: 1.710 -1.826 -1.697  -0.055
C: 3.081 -2.096 -1.890  -0.104
H: 2.991 -5.435 -1.730  0.097
H: 0.619 -5.015 -1.401  0.098
H: -0.191 -2.806 -1.322  0.090
H: 1.406 -0.790 -1.677  0.078
H: 3.789 -1.283 -1.968  0.094
N: -1.824 3.470 2.455  0.054
C: -2.191 3.852 3.695  -0.127
C: -3.428 3.412 4.226  -0.056
C: -4.166 2.489 3.483  -0.085
C: -3.736 2.047 2.232  -0.069
C: -2.547 2.570 1.771  -0.147
H: -1.536 4.579 4.153  0.102
H: -3.868 3.767 5.147  0.097
H: -5.047 2.031 3.906  0.107
H: -4.326 1.331 1.680  0.098
H: -2.094 2.334 0.820  0.081
N: 6.645 2.218 1.133  0.060
C: 6.832 1.059 1.849  -0.141
C: 5.988 -0.059 1.746  -0.087
C: 4.740 0.081 1.137  -0.084
C: 4.500 1.262 0.465  -0.093
C: 5.459 2.286 0.456  -0.140
H: 7.770 1.006 2.381  0.092
H: 6.138 -1.003 2.249  0.085
H: 4.037 -0.698 1.394  0.094
H: 3.563 1.296 -0.071  0.071
H: 5.337 3.149 -0.182  0.073
N: -4.279 0.460 -3.133  0.066
C: -4.639 1.363 -4.129  -0.146
C: -5.198 2.557 -3.803  -0.093
C: -5.476 2.833 -2.468  -0.088
C: -5.089 2.005 -1.453  -0.071
C: -4.487 0.777 -1.808  -0.115
H: -4.306 1.080 -5.117  0.101
H: -5.531 3.187 -4.615  0.107
H: -5.861 3.790 -2.149  0.106
H: -5.327 2.314 -0.445  0.093
H: -4.239 0.062 -1.038  0.062
N: -3.454 -1.318 4.142  0.057
C: -3.478 -2.618 4.431  -0.149
C: -2.281 -3.307 4.804  -0.053
C: -1.109 -2.603 5.002  -0.074
C: -1.107 -1.223 4.854  -0.048
C: -2.317 -0.674 4.412  -0.159
H: -4.427 -3.119 4.309  0.087
H: -2.281 -4.382 4.916  0.087
H: -0.193 -3.144 5.189  0.105
H: -0.199 -0.644 4.937  0.092
H: -2.336 0.399 4.284  0.084
N: 0.824 0.738 0.824  0.098
C: 0.224 -0.272 1.476  -0.139
C: -0.932 -0.982 1.100  -0.043
C: -1.477 -0.602 -0.134  -0.078
C: -0.936 0.473 -0.837  -0.107
C: 0.185 1.092 -0.368  -0.145
H: 0.632 -0.429 2.464  0.079
H: -1.357 -1.780 1.692  0.083
H: -2.396 -1.012 -0.525  0.072
H: -1.392 0.737 -1.780  0.082
H: 0.705 1.882 -0.890  0.088
O: -0.209 0.561 -6.534  0.079
C: -0.768 -0.393 -6.021  -0.451
O: -1.443 -1.427 -6.695  -0.050
C: -1.685 -1.332 -8.106  -0.225
C: -2.762 -2.381 -8.471  -0.059
C: -0.793 -0.642 -4.521  0.024
H: -0.729 -1.553 -8.580  0.118
H: -1.851 -0.301 -8.419  0.116
H: -2.522 -3.354 -8.041  0.073
H: -2.710 -2.437 -9.558  0.074
H: -3.759 -2.194 -8.072  0.072
H: 0.029 -0.131 -4.020  0.061
H: -0.832 -1.677 -4.181  0.085
H: -1.730 -0.243 -4.133  0.064
O: -0.473 2.738 -3.113  0.057
C: -1.299 3.517 -3.595  -0.465
O: -1.953 4.482 -2.920  0.004
C: -1.700 4.537 -1.532  -0.215
C: -2.641 5.478 -0.729  -0.042
C: -1.743 3.400 -5.060  0.041
H: -0.656 4.671 -1.247  0.107
H: -2.034 3.554 -1.197  0.097
H: -2.439 6.539 -0.870  0.072
H: -2.477 5.341 0.340  0.053
H: -3.660 5.236 -1.030  0.066
H: -1.012 2.802 -5.603  0.071
H: -1.731 4.373 -5.551  0.086
H: -2.770 3.041 -5.121  0.058
O: 2.361 -2.277 3.428  0.047
C: 3.594 -2.365 3.490  -0.538
O: 4.328 -3.084 2.714  -0.005
C: 3.845 -4.021 1.759  -0.171
C: 5.127 -4.767 1.216  -0.043
C: 4.365 -1.610 4.603  0.037
H: 3.305 -3.534 0.947  0.105
H: 3.211 -4.770 2.233  0.098
H: 5.685 -4.078 0.582  0.071
H: 4.826 -5.600 0.580  0.065
H: 5.805 -5.216 1.942  0.073
H: 4.900 -2.370 5.172  0.087
H: 3.638 -1.115 5.247  0.074
H: 4.989 -0.777 4.279  0.064


[2]
# C5H8O2

A single C5H8O2 molecule (ωB97M-V/def2-TZVPD, the OMol25 dataset).

Calculated values
Kohn-Sham gap (spin up / spin down), eV: 7.362 / 8.558
Relative energy (zero: lowest compared OMol25 entry of this formula, charge and spin), eV: 3.708
HOMO energy (spin up / spin down), Eh: -0.268 / -0.295

Each line ends with the natural charge from an NBO analysis.
CARTESIAN COORDINATES (ANGSTROEM)
C: -1.387 0.071 -1.080  -0.595
C: -0.573 -0.419 0.105  -0.337
C: 0.509 -1.348 -0.299  0.195
O: 1.594 -1.076 0.322  -0.360
C: 1.385 -0.102 1.354  -0.097
C: 0.204 0.679 0.871  0.014
O: 0.575 1.774 0.025  -0.717
H: -1.860 -0.768 -1.598  0.209
H: -0.726 0.594 -1.776  0.221
H: -2.160 0.772 -0.759  0.218
H: -1.197 -0.945 0.849  0.232
H: 0.381 -2.314 -0.783  0.184
H: 2.297 0.453 1.561  0.170
H: -0.416 1.126 1.654  0.201
H: 1.375 1.502 -0.445  0.463


no.,total energy (hartree)
1,-3654.1179
2,-345.6687